Record 1
The following is a quantum chemistry calculation of C45H45BrCl2IN10O9SSeY as an isolated structure, from the OMol25 dataset.

```
116
Properties=species:S:1:pos:R:3:forces:R:3
Y 0.621028 0.534812 -0.191509 -0.7 -0.4 0.1
O -3.542564 2.730144 0.957056 0.2 -0.1 0.0
C -3.585432 2.606294 2.294612 -0.1 0.0 -0.2
C -4.663833 3.191513 2.961262 0.1 -0.1 0.1
C -4.776569 3.080327 4.333255 0.0 0.0 0.0
C -3.820607 2.383188 5.063286 0.0 0.0 0.0
C -2.759680 1.798546 4.396042 0.1 -0.1 0.2
C -2.615818 1.894440 3.019370 -0.2 -0.1 -0.2
C -1.500551 1.205598 2.305453 -0.1 0.6 -0.1
O -1.204911 1.623629 1.136112 0.1 -0.2 0.0
N -0.923877 0.239990 2.967296 0.7 -0.3 -0.2
N 0.089106 -0.317834 2.206028 0.1 0.0 0.7
C 0.841630 -1.118746 2.855112 -0.1 0.1 -0.3
C 1.983280 -1.751645 2.187232 -0.2 0.1 0.2
C 2.797922 -2.636770 2.886795 0.0 0.0 -0.1
C 3.908646 -3.159797 2.253559 0.0 -0.1 0.1
C 4.194074 -2.751065 0.962794 0.0 0.1 -0.1
C 3.336545 -1.845930 0.355265 0.1 0.0 0.0
N 2.227663 -1.395825 0.925787 -0.2 0.0 0.0
H -2.643739 2.393504 0.688391 -0.1 0.0 0.0
H -5.389566 3.730692 2.375337 -0.1 0.1 -0.1
H -5.613896 3.546488 4.837387 0.0 0.0 0.0
H -3.900005 2.305913 6.137117 0.0 0.0 0.1
H -2.006184 1.236738 4.933157 0.0 0.0 0.0
H 0.670494 -1.298724 3.920815 0.0 0.0 -0.2
H 2.555060 -2.895569 3.908065 0.0 0.0 0.0
H 4.558366 -3.854662 2.774919 0.0 0.0 0.0
H 5.081941 -3.082566 0.443644 0.0 0.0 0.0
H 3.538908 -1.439585 -0.627743 0.1 0.0 0.0
N -5.550146 -1.686248 4.486439 -0.1 0.1 0.0
C -4.627093 -2.019553 3.476921 0.0 0.0 0.0
C -3.261798 -1.967597 3.733058 0.0 -0.1 -0.1
C -2.353402 -2.246240 2.727758 0.0 -0.1 0.0
C -2.797661 -2.589903 1.458237 -0.1 0.1 0.3
C -4.158909 -2.683273 1.208857 0.0 -0.1 0.0
C -5.067701 -2.420980 2.218110 0.0 0.0 0.0
S -1.630632 -2.709679 0.147306 0.0 -0.2 0.1
O -0.411668 -3.241737 0.729608 0.0 -0.2 -0.2
O -2.279365 -3.461318 -0.905831 0.4 -0.2 0.0
N -1.285963 -1.219991 -0.274569 -0.5 0.2 -0.3
C -2.225604 -0.479344 -0.938219 0.5 -0.3 0.3
N -3.476663 -0.886072 -1.172699 -0.2 0.1 0.0
C -4.253067 -0.011301 -1.796122 0.0 0.1 -0.1
C -3.833969 1.239805 -2.214553 0.1 -0.1 0.0
C -2.512230 1.558686 -1.938654 0.1 -0.1 0.0
N -1.726763 0.712585 -1.303352 0.0 0.1 -0.1
H -5.173997 -0.993952 5.120907 0.0 0.0 0.0
H -6.425962 -1.347527 4.105934 0.1 -0.1 0.1
H -2.905277 -1.653297 4.703744 0.0 0.1 0.1
H -1.291938 -2.163377 2.913639 -0.2 -0.1 0.0
H -4.492936 -2.942651 0.218032 0.0 0.0 -0.1
H -6.129507 -2.484077 2.019149 -0.1 0.0 0.0
H -5.275769 -0.329308 -1.975296 -0.1 0.0 0.0
H -4.493312 1.930500 -2.712636 -0.1 0.1 0.0
H -2.057510 2.499619 -2.226425 0.0 0.0 0.0
Cl 0.618101 1.743493 -2.819693 0.1 0.1 -0.4
O 4.392549 0.547159 1.463772 -0.3 0.4 -0.2
Se 3.342523 1.546819 0.713121 0.2 -0.2 -0.1
O 2.775836 0.859445 -0.726848 0.6 0.3 0.3
O 1.853784 1.587375 1.505469 0.6 0.1 -0.2
O 3.960579 3.028384 0.450890 -0.2 -0.4 0.2
C 2.406344 -6.145563 -0.674973 0.0 0.0 0.0
C 1.427206 -6.379314 -1.832778 0.0 0.1 0.0
C 0.060796 -5.818813 -1.441790 0.0 0.1 0.0
C 1.276142 -7.897673 -1.987328 0.0 0.0 0.1
C 1.969537 -5.728608 -3.156111 0.1 -0.1 0.0
O 3.013322 -6.560155 -3.693782 0.0 -0.1 -0.2
C 0.906778 -5.442894 -4.231047 0.0 0.2 0.0
C 0.277491 -6.629859 -4.978019 0.0 -0.1 -0.1
C -1.195667 -6.815415 -4.727066 -0.1 0.0 0.1
C -1.715252 -8.057832 -4.388946 0.0 0.0 -0.1
C -3.069910 -8.235894 -4.154226 0.0 0.0 0.0
C -3.911136 -7.146963 -4.254792 -0.2 0.0 0.0
Cl -5.622653 -7.355107 -3.957108 0.1 0.0 0.0
C -3.426120 -5.892246 -4.579271 0.0 0.0 0.0
C -2.073537 -5.737821 -4.817046 0.0 -0.1 0.1
C 2.754914 -4.417289 -2.948977 0.1 0.1 -0.2
N 1.979783 -3.203697 -2.833459 0.0 0.0 -0.3
C 1.482875 -2.597630 -1.760945 -0.3 0.0 0.5
N 1.035411 -1.397717 -2.064080 0.2 0.0 0.1
C 1.278203 -1.320340 -3.396866 -0.1 0.3 -0.1
N 1.845794 -2.381278 -3.910415 0.2 -0.1 -0.1
H 2.107460 -6.752153 0.178977 0.0 -0.1 0.1
H 2.411699 -5.113436 -0.331994 0.0 0.1 0.0
H 3.426314 -6.423041 -0.945002 0.1 0.0 0.0
H -0.209348 -6.158264 -0.443728 0.0 0.0 0.1
H -0.728941 -6.141561 -2.119307 0.0 -0.1 -0.1
H 0.031742 -4.733618 -1.407743 0.0 0.0 0.0
H 0.874510 -8.299745 -1.057476 0.0 0.0 0.1
H 2.227398 -8.397353 -2.173589 0.1 0.0 0.0
H 0.571711 -8.169204 -2.768297 -0.1 0.0 -0.1
H 2.611195 -7.386065 -3.984637 0.1 0.1 0.1
H 1.365744 -4.778982 -4.965703 0.1 0.0 0.1
H 0.122291 -4.848729 -3.765146 0.0 0.0 0.0
H 0.769951 -7.580560 -4.762350 0.1 0.0 0.0
H 0.428986 -6.467430 -6.049415 -0.1 0.0 0.0
H -1.050506 -8.906275 -4.301899 0.1 -0.1 0.0
H -3.466409 -9.202969 -3.884356 0.0 -0.1 0.0
H -4.095907 -5.048359 -4.626376 0.0 0.1 0.0
H -1.694411 -4.754372 -5.047731 0.0 0.1 0.0
H 3.351375 -4.280020 -3.855754 -0.1 -0.1 0.2
H 3.438986 -4.484825 -2.106642 0.0 0.0 0.0
H 1.423672 -3.047504 -0.786807 0.0 -0.1 0.1
H 1.045357 -0.436844 -3.962569 0.0 0.1 -0.1
Br -2.120865 5.758662 0.597730 0.1 0.0 0.0
C -0.485253 5.617163 1.566311 -0.2 0.2 0.1
C -0.423224 6.336917 2.751493 0.0 0.0 0.1
C 0.724699 6.295896 3.522006 -0.1 0.0 -0.1
C 1.802510 5.533847 3.099075 0.0 -0.1 -0.1
C 1.733640 4.818239 1.915205 -0.1 0.0 0.0
C 0.580769 4.850672 1.129634 0.0 0.1 0.1
I 0.574324 3.770290 -0.649029 -0.1 0.5 -0.3
H -1.277985 6.918493 3.064030 0.0 0.0 0.0
H 0.768012 6.852860 4.446349 0.0 0.1 0.1
H 2.704900 5.484213 3.691784 0.1 0.0 0.0
H 2.565584 4.214881 1.582097 0.1 0.0 0.0
```
Forces are in eV/Å.

molecular weight: 1347.563 g/mol
orbital gap: 0.248 Ha
highest occupied orbital energy: -3.34 eV
energy relative to the best compared isomer or geometry (same formula, charge and spin): 1.0130 eV
net charge: -2

Löwdin population analysis, charges in e, atoms 1 to 5: 1.23, 0.01, -0.27, -0.03, -0.11

Record 2
The following is a quantum chemistry calculation of C38H45N5O2P2Sn as an isolated structure, from the OMol25 dataset.

```
93
Properties=species:S:1:pos:R:3:forces:R:3
Sn 0.065917 -0.366482 0.482667 -0.2 -0.2 0.2
C -2.013656 -0.937663 -2.536542 0.0 -0.1 0.1
P -1.029536 0.548911 -2.273666 0.3 0.1 -0.3
C -1.672667 1.889016 -3.255132 -0.1 0.0 0.0
C -2.557601 1.746168 -4.327538 0.0 0.0 0.0
C -2.986736 2.866198 -5.017022 0.0 0.0 0.0
C -2.533366 4.127602 -4.647651 0.0 0.0 0.0
C -1.650771 4.280229 -3.586258 0.0 0.0 0.0
C -1.225286 3.164295 -2.885968 0.0 -0.1 0.0
C 0.772724 -1.108745 -3.849022 0.0 0.0 0.0
C 1.468208 -1.999486 -3.058929 0.0 0.0 0.0
C 1.671135 -3.278113 -3.563045 0.0 0.0 0.0
C 1.175749 -3.630116 -4.811693 0.0 0.0 0.0
C 0.478955 -2.703534 -5.576642 0.0 0.0 0.0
C 0.274434 -1.417089 -5.097329 0.0 0.0 0.0
C -2.633762 -1.206743 -1.186877 0.0 0.1 0.0
C -3.913427 -1.644637 -0.968521 0.0 0.0 0.0
C -4.000462 -2.002847 0.396778 0.0 0.0 0.0
C -2.772669 -1.753320 0.952004 0.0 0.0 0.0
C -2.320163 -2.069654 2.343548 0.0 0.1 0.0
P -1.105380 -0.837683 2.928192 0.0 -0.2 0.0
C -0.107807 -1.643527 4.197932 0.2 0.0 -0.2
C 0.985791 -2.378383 3.728542 0.0 0.1 0.1
C 1.788362 -3.082751 4.610408 0.0 0.0 0.0
C 1.513715 -3.044996 5.972141 0.0 0.0 -0.1
C 0.431358 -2.317396 6.442668 0.0 0.0 0.0
C -0.382380 -1.618633 5.561453 -0.1 -0.1 0.0
C -2.074446 0.516161 3.640028 -0.1 0.0 -0.1
C -1.596572 1.331687 4.666881 0.0 0.0 0.0
C -2.350919 2.408509 5.111033 0.0 0.0 0.0
C -3.576719 2.693091 4.526165 0.0 0.0 0.0
C -4.054290 1.893261 3.496454 0.0 0.0 0.0
C -3.311753 0.808990 3.052677 0.0 0.0 0.0
N -1.910810 -1.228912 0.005015 0.1 0.0 -0.1
H -1.374247 -1.765016 -2.858580 0.0 0.0 0.1
H -2.794473 -0.806314 -3.282672 0.0 0.0 0.0
H -2.914043 0.769504 -4.626438 0.0 0.0 0.0
H -3.675840 2.759149 -5.843492 0.0 0.0 0.0
H -2.874110 4.998478 -5.191587 0.0 0.0 0.0
H -1.302954 5.265188 -3.306192 0.0 0.0 0.0
H -0.530806 3.271832 -2.059466 0.0 0.0 0.0
H 1.853060 -1.704962 -2.091134 0.0 0.0 0.0
H 2.219694 -3.999777 -2.973441 0.0 0.0 0.0
H 1.339541 -4.628294 -5.193146 0.0 0.0 0.0
H 0.101034 -2.975251 -6.552544 0.0 0.0 0.0
H -0.255968 -0.672194 -5.677060 0.0 0.0 0.0
H -4.682660 -1.747826 -1.717363 0.0 0.0 0.0
H -4.854510 -2.423879 0.902788 0.0 0.0 0.0
H -1.817973 -3.040357 2.388960 0.0 0.0 0.0
H -3.165044 -2.104851 3.033400 0.0 -0.1 0.0
H 1.207620 -2.410989 2.665834 0.0 0.0 0.0
H 2.625811 -3.657584 4.238706 0.0 0.0 0.0
H 2.142081 -3.587678 6.665236 0.0 0.0 0.0
H 0.209584 -2.299895 7.501125 0.0 0.0 0.0
H -1.242685 -1.084774 5.944022 0.0 0.0 0.0
H -0.642933 1.128983 5.134449 0.1 0.0 0.0
H -1.980648 3.021323 5.922169 0.0 0.0 0.0
H -4.163812 3.529893 4.879716 0.0 0.0 0.0
H -5.013488 2.105181 3.043254 0.0 0.0 0.0
H -3.702397 0.188841 2.253619 0.0 0.0 0.0
N -0.679444 1.792671 0.923641 -0.2 0.0 -0.1
C 0.301946 2.928845 0.966286 0.0 0.0 0.0
C 0.501438 3.487507 2.376939 0.0 0.1 0.0
C 1.715154 3.004308 3.171665 0.0 0.0 0.0
C 1.791892 1.497355 3.453953 0.1 0.1 -0.1
N 2.904741 0.864401 2.722640 0.1 0.0 -0.1
H -1.347876 1.967147 0.177228 0.0 0.0 0.0
H -1.240027 1.788136 1.776265 0.0 0.0 0.0
H -0.101009 3.720013 0.333726 0.0 0.0 0.0
H 1.244926 2.599725 0.526135 0.0 -0.1 0.0
H -0.414984 3.311704 2.952143 0.0 0.0 0.0
H 0.584271 4.572773 2.293712 0.0 0.0 0.0
H 1.708903 3.559827 4.110811 0.0 0.0 0.0
H 2.631025 3.303849 2.655039 0.0 0.0 0.0
H 0.864278 1.014128 3.134752 0.0 0.0 0.0
H 1.878502 1.320568 4.529540 -0.1 0.0 0.0
H 2.835138 -0.146325 2.805352 0.0 0.0 0.0
H 3.768834 1.099778 3.205466 0.0 0.0 -0.1
C 4.858756 2.358373 -2.850619 0.0 0.0 0.0
C 3.684540 1.635606 -2.268941 0.0 0.1 0.0
N 3.496663 1.348960 -1.038949 0.0 -0.1 0.0
O 4.468510 1.792540 -0.200991 -0.1 -0.1 0.3
C 2.586513 1.141457 -3.155354 0.1 0.0 0.0
C 2.807569 1.063937 -4.626273 0.0 0.0 0.0
N 1.538725 0.810529 -2.504914 0.0 0.0 -0.1
O 0.494391 0.216433 -3.381766 -0.3 0.1 0.2
H 5.594141 2.556494 -2.078661 0.0 0.0 0.0
H 4.553327 3.309752 -3.290321 0.0 0.0 0.0
H 5.328037 1.765955 -3.636824 0.0 0.0 0.0
H 4.147277 1.478936 0.665631 0.1 0.1 -0.1
H 3.246083 1.999657 -4.972045 0.0 0.0 0.0
H 1.890777 0.873943 -5.173207 0.0 0.0 0.0
H 3.526182 0.271296 -4.847084 0.0 0.0 0.0
```
Forces are in eV/Å.

molecular weight: 784.470 g/mol
orbital gap: 0.259 Ha
highest occupied orbital energy: -12.53 eV
energy relative to the best compared isomer or geometry (same formula, charge and spin): 1.1124 eV
net charge: +2

Löwdin population analysis, charges in e, atoms 1 to 5: 1.04, -0.25, 1.13, -0.37, -0.07

Record 3
The following is a quantum chemistry calculation of a 2-piece molecular cluster, C4H13N3 overall at a distorted geometry, from the OMol25 dataset.

```
20
Properties=species:S:1:pos:R:3:forces:R:3
N -3.300061 1.407557 0.133122 0.0 0.1 -0.3
C -2.459993 0.638245 0.969685 0.0 -0.8 -0.1
C -1.663322 -0.364891 0.546949 -1.2 0.5 0.3
N -1.664212 -0.866458 -0.765948 -0.1 0.2 -0.2
H -3.672034 0.887496 -0.652559 0.0 0.0 0.1
H -4.070086 1.848821 0.619526 0.2 -0.1 0.0
H -2.598625 0.807760 2.027095 0.3 0.1 0.1
H -1.188976 -0.980372 1.299031 0.2 0.1 -0.1
H -1.946248 -0.164906 -1.438602 0.0 0.0 0.0
H -0.744899 -1.210468 -1.028488 -0.1 0.1 0.3
C 3.319882 0.192776 0.038462 -0.3 -0.1 0.0
C 1.827187 0.218010 -0.279696 -0.3 -0.9 -0.3
N 1.179482 -1.134501 -0.373537 0.9 0.6 0.0
H 3.719992 1.203904 0.080802 0.1 0.1 0.0
H 3.874874 -0.360547 -0.718654 0.0 0.0 0.0
H 3.490202 -0.284032 1.002905 0.1 0.0 0.1
H 1.280123 0.785231 0.476267 0.0 0.0 -0.1
H 1.663443 0.702470 -1.245727 -0.1 0.1 0.1
H 1.566213 -1.658108 -1.156205 0.2 0.1 0.2
H 1.387060 -1.667988 0.465573 0.0 0.0 -0.1
```
Forces are in eV/Å.

molecular weight: 103.169 g/mol
orbital gap: 0.295 Ha
highest occupied orbital energy: -6.96 eV
energy relative to the best compared isomer or geometry (same formula, charge and spin): 0.9753 eV

Löwdin population analysis, charges in e, atoms 1 to 5: 0.01, -0.24, -0.26, 0.02, 0.06